Entry 1:
Formula: C33H27CrN4O4
Source: the OMol25 dataset
Level of theory: ωB97M-V/def2-TZVPD

net charge	0
relative energy (zero: lowest compared OMol25 entry of this formula, charge and spin)	0.0	kJ/mol
HOMO energy (alpha / beta)	-6.80 / -6.81	eV
HOMO-LUMO gap (alpha / beta)	6.280 / 6.370	eV
LUMO (alpha / beta)	-0.52 / -0.44	eV
maximum force	0.65	eV Å⁻¹
multiplicity	2
energy	-2838.18466	hartree

Geometry (Å):
Cr (0.17, -0.43, -0.07)
O (-0.03, -1.92, -1.08)
O (-1.01, 1.31, -2.69)
O (-0.67, -0.94, 1.62)
O (0.05, 1.53, 0.77)
N (-2.64, -0.63, -1.01)
N (-1.73, 0.06, -0.50)
N (1.97, -0.94, 0.86)
N (1.55, 0.45, -1.28)
C (-3.77, 3.05, 0.39)
C (-1.96, -4.25, -2.97)
C (2.72, -0.41, -1.34)
C (-3.44, 1.80, -0.13)
C (-1.53, 3.32, 1.21)
C (-1.20, 2.08, 0.69)
C (1.48, -2.42, 4.17)
C (-1.09, -2.42, -1.66)
C (1.71, 1.67, -1.73)
C (-2.36, -1.83, -1.60)
C (-1.19, -1.80, 3.73)
C (0.55, -2.71, 5.14)
C (-4.36, -4.34, -3.55)
C (-2.16, 1.31, 0.03)
C (0.40, 5.11, -1.93)
C (-3.48, -2.49, -2.23)
C (-0.59, 2.44, -2.40)
C (-2.82, 3.80, 1.05)
C (1.07, 2.27, 1.44)
C (-0.26, -1.50, 2.71)
C (-0.97, 4.88, -2.26)
C (0.76, 2.70, -1.94)
C (2.13, -1.50, 2.01)
C (1.23, 4.04, -1.82)
C (-3.28, -3.70, -2.92)
C (-0.79, -2.39, 4.90)
C (1.11, -1.82, 2.95)
C (3.18, -0.67, 0.08)
C (-0.92, -3.64, -2.37)
C (-5.83, -2.60, -2.80)
C (-5.62, -3.81, -3.49)
C (-4.79, -1.95, -2.19)
C (-1.44, 3.62, -2.49)
H (-6.45, -4.30, -3.97)
H (0.85, -3.18, 6.07)
H (1.99, 1.71, 1.33)
H (-0.79, 3.92, 1.72)
H (-4.96, -1.03, -1.66)
H (3.88, -1.51, 0.14)
H (2.43, -1.34, -1.82)
H (0.08, -4.06, -2.39)
H (2.53, -2.65, 4.33)
H (-1.53, -2.61, 5.66)
H (-4.18, -5.27, -4.08)
H (-6.82, -2.18, -2.75)
H (-4.78, 3.43, 0.26)
H (2.75, 1.95, -1.94)
H (-4.17, 1.21, -0.67)
H (-1.64, 5.72, -2.34)
H (3.15, -1.74, 2.32)
H (-3.07, 4.77, 1.45)
H (-2.47, 3.45, -2.77)
H (3.52, 0.05, -1.93)
H (-2.23, -1.55, 3.55)
H (3.68, 0.22, 0.47)
H (-1.82, -5.19, -3.51)
H (0.82, 2.38, 2.49)
H (0.76, 6.12, -1.80)
H (1.18, 3.25, 0.96)
H (2.28, 4.19, -1.59)

These are the Löwdin partial charges, in e, on atoms 1 to 4: 0.88, -0.13, -0.01, -0.12

---

Entry 2:
Formula: C33H27F3N2O2S
Source: the OMol25 dataset
Level of theory: ωB97M-V/def2-TZVPD

net charge	0
HOMO energy	-5.05	eV
HOMO-LUMO gap	2.704	eV
LUMO	-2.34	eV
maximum force	3.60	eV Å⁻¹
energy	-2231.37347	hartree

Geometry (Å):
S (-0.75, -1.83, -3.21)
F (-6.91, 2.41, -2.23)
F (-6.78, 1.15, -0.42)
F (-7.48, 0.27, -2.32)
O (-0.94, -2.43, -1.83)
O (-1.44, -2.37, -4.44)
N (3.39, -1.03, 1.17)
N (-1.82, 2.79, 2.37)
C (1.15, -0.88, 1.52)
C (2.17, 3.24, 3.38)
C (-3.01, 3.63, 2.51)
C (-3.55, -0.84, -2.58)
C (0.31, 2.03, 2.49)
C (0.96, -3.15, 2.76)
C (1.00, -1.74, -3.54)
C (1.36, 4.36, 3.58)
C (-0.17, -0.36, 1.64)
C (3.74, -3.27, 2.37)
C (-6.65, 1.18, -1.76)
C (1.70, -4.19, 3.27)
C (-2.97, 1.52, -2.54)
C (3.08, -4.25, 3.08)
C (-0.51, 3.15, 2.73)
C (1.45, -1.59, -4.83)
C (-5.22, 0.81, -2.11)
C (1.66, 2.08, 2.84)
C (-4.84, -0.51, -2.28)
C (-1.82, 1.49, 1.91)
C (2.28, -0.24, 0.98)
C (4.76, -0.63, 0.87)
C (0.02, 4.32, 3.27)
C (2.80, -1.56, -5.09)
C (-2.56, 0.18, -2.73)
C (3.01, -2.20, 1.84)
C (1.61, -2.15, 2.04)
C (3.71, -1.67, -4.06)
C (3.26, -1.81, -2.76)
C (-0.53, 0.98, 1.95)
C (1.90, -1.84, -2.50)
C (-4.27, 1.82, -2.23)
C (-1.25, -0.12, -3.03)
H (-0.10, -3.08, 2.93)
H (3.21, 3.29, 3.65)
H (-0.61, 5.17, 3.44)
H (-0.98, -1.07, 1.60)
H (4.81, -3.30, 2.26)
H (-5.60, -1.27, -2.16)
H (1.79, 5.26, 3.99)
H (-2.25, 2.31, -2.65)
H (-2.75, 4.60, 2.93)
H (-0.52, 0.66, -3.12)
H (2.29, 1.22, 2.71)
H (5.02, 0.27, 1.41)
H (-3.73, 3.15, 3.18)
H (4.88, -0.44, -0.20)
H (1.53, -1.97, -1.49)
H (-3.48, 3.78, 1.54)
H (-3.27, -1.87, -2.71)
H (3.96, -1.90, -1.95)
H (3.64, -5.07, 3.51)
H (1.21, -4.96, 3.84)
H (3.16, -1.44, -6.11)
H (-2.71, 0.97, 1.59)
H (0.73, -1.54, -5.64)
H (-4.58, 2.84, -2.07)
H (2.29, 0.72, 0.51)
H (5.46, -1.41, 1.16)
H (4.77, -1.65, -4.26)

These are the Löwdin partial charges, in e, on atoms 1 to 4: 0.77, 0.12, 0.12, 0.13

---

Entry 3:
Formula: C33H27F9HgO5PSe2
Source: the OMol25 dataset
Level of theory: ωB97M-V/def2-TZVPD

net charge	-2
HOMO energy (alpha / beta)	0.06 / -3.07	eV
HOMO-LUMO gap (alpha / beta)	4.218 / 7.342	eV
LUMO (alpha / beta)	4.28 / 4.27	eV
maximum force	0.71	eV Å⁻¹
multiplicity	2
energy	-7846.56876	hartree

Geometry (Å):
Hg (0.90, 0.87, -0.17)
Se (2.83, 1.30, -1.81)
Se (1.04, 2.98, 1.31)
P (-1.42, -0.13, -0.61)
F (-0.66, -6.83, -0.44)
F (-2.10, -6.65, -2.03)
F (0.00, -6.43, -2.47)
F (-7.06, 1.13, 2.76)
F (-5.73, 2.49, 3.81)
F (-5.84, 2.80, -4.62)
F (-5.90, 0.43, 4.44)
F (-4.69, 1.89, -6.20)
F (-4.07, 3.80, -5.37)
O (3.37, -4.61, 1.45)
O (4.03, 2.49, 2.53)
O (1.57, -3.14, 0.41)
O (4.18, 4.39, -2.04)
O (1.33, -1.03, 1.10)
C (3.75, -3.54, 2.16)
C (-2.65, 0.10, 0.69)
C (3.80, 3.36, 0.19)
C (-2.57, 2.48, -3.48)
C (-3.91, -0.55, 0.64)
C (4.65, 4.27, -0.70)
C (-3.73, 1.89, -4.03)
C (-2.48, 1.15, 1.61)
C (-0.84, -3.78, -2.35)
C (-1.00, -2.42, -2.13)
C (-1.05, -4.66, -1.30)
C (4.60, -1.34, 3.67)
C (-3.50, 1.52, 2.46)
C (1.91, -2.15, 1.11)
C (-4.11, 0.61, -3.60)
C (-2.20, 0.52, -2.09)
C (4.40, 3.50, 1.61)
C (-4.93, -0.18, 1.49)
C (-1.39, -4.20, -0.04)
C (-4.74, 0.86, 2.41)
C (4.85, -3.65, 3.00)
C (-1.83, 1.82, -2.53)
C (5.27, -2.56, 3.75)
C (-4.56, 2.59, -5.03)
C (-1.55, -2.83, 0.16)
C (2.37, 3.90, 0.17)
C (-5.84, 1.22, 3.34)
C (3.07, -2.31, 2.06)
C (3.96, 1.90, -0.29)
C (-1.38, -1.94, -0.89)
C (-3.37, -0.06, -2.66)
C (3.50, -1.24, 2.83)
C (-0.94, -6.13, -1.55)
H (-3.35, 2.32, 3.18)
H (-2.26, 3.47, -3.82)
H (-1.54, 1.67, 1.66)
H (-0.95, 2.29, -2.11)
H (1.98, 3.87, -0.84)
H (-5.88, -0.69, 1.46)
H (-1.78, -2.46, 1.15)
H (4.66, 5.29, -0.29)
H (6.14, -2.66, 4.39)
H (5.68, 3.90, -0.68)
H (-0.53, -4.15, -3.32)
H (4.94, -0.49, 4.24)
H (4.99, 1.74, -0.60)
H (2.38, 4.94, 0.51)
H (3.06, 2.46, 2.53)
H (-0.82, -1.72, -2.94)
H (3.77, 1.22, 0.53)
H (-1.52, -4.89, 0.77)
H (2.60, -4.27, 0.89)
H (-3.67, -1.06, -2.36)
H (5.50, 3.46, 1.54)
H (-4.07, -1.36, -0.05)
H (2.97, -0.30, 2.73)
H (5.37, -4.60, 3.05)
H (4.12, 4.49, 1.99)
H (3.86, 3.52, -2.33)
H (-4.99, 0.15, -4.03)

These are the Löwdin partial charges, in e, on atoms 1 to 4: 0.52, 0.47, 0.50, 0.98

---

Entry 4:
Formula: C33H27N4OS4W
Source: the OMol25 dataset
Level of theory: ωB97M-V/def2-TZVPD

net charge	+1
relative energy (zero: lowest compared OMol25 entry of this formula, charge and spin)	121.3	kJ/mol
HOMO energy (alpha / beta)	-9.90 / -10.13	eV
HOMO-LUMO gap (alpha / beta)	5.857 / 5.273	eV
LUMO (alpha / beta)	-4.05 / -4.86	eV
maximum force	1.81	eV Å⁻¹
multiplicity	3
energy	-3227.60460	hartree

Geometry (Å):
W (0.00, -0.06, 0.25)
S (0.57, 0.88, 2.39)
S (-2.52, 0.03, 1.62)
S (2.51, -1.40, -1.31)
S (1.39, 1.57, -0.88)
O (-1.13, 1.50, -0.48)
N (-0.80, -1.89, 0.67)
N (-1.09, -0.75, -1.39)
N (1.45, -1.81, 1.57)
N (-1.52, 0.16, -2.26)
C (-0.90, -2.23, 2.07)
C (-1.88, 2.54, -2.49)
C (-2.56, 2.41, -3.70)
C (-1.49, 4.29, 2.87)
C (-0.74, 2.04, 2.47)
C (3.33, -2.17, 0.15)
C (-2.07, 1.64, 2.28)
C (5.80, 0.94, -1.68)
C (-2.87, 3.54, -4.43)
C (3.09, 1.30, -1.17)
C (2.37, -4.05, 1.50)
C (-1.86, -2.63, -2.82)
C (3.60, 0.02, -1.40)
C (0.55, -2.23, 2.63)
C (1.44, -4.59, 2.30)
C (-1.18, -2.73, -0.30)
C (5.29, 2.22, -1.48)
C (-1.52, 3.80, -2.02)
C (-1.29, -4.61, 1.21)
C (-1.83, 4.92, -2.76)
C (-1.92, -1.29, 2.76)
C (-1.03, -3.74, 2.38)
C (-1.34, -2.06, -1.54)
C (0.42, -3.73, 2.96)
C (-1.50, 1.37, -1.71)
C (2.33, -2.66, 1.14)
C (-0.46, 3.37, 2.78)
C (3.95, 2.39, -1.23)
C (-2.50, 4.80, -3.97)
C (-1.40, -4.13, -0.04)
C (4.95, -0.15, -1.65)
C (-3.09, 2.57, 2.39)
C (-2.81, 3.89, 2.68)
H (1.40, -5.65, 2.49)
H (-1.26, 5.32, 3.08)
H (-1.82, -1.85, -3.57)
H (5.95, 3.07, -1.52)
H (3.94, -1.39, 0.59)
H (3.97, -2.98, -0.20)
H (6.85, 0.80, -1.87)
H (-2.82, -1.86, 3.03)
H (-0.98, 3.88, -1.08)
H (0.43, -3.93, 4.03)
H (3.53, 3.38, -1.08)
H (-1.26, -3.48, -3.14)
H (-1.64, -4.76, -0.87)
H (-1.51, -0.82, 3.66)
H (-1.42, -5.67, 1.40)
H (-1.53, 5.90, -2.40)
H (5.34, -1.15, -1.81)
H (-2.84, 1.43, -4.04)
H (-3.40, 3.44, -5.37)
H (0.73, -1.58, 3.50)
H (-4.11, 2.24, 2.22)
H (-1.77, -3.95, 3.16)
H (3.14, -4.66, 1.05)
H (-2.73, 5.68, -4.55)
H (-3.61, 4.60, 2.76)
H (0.57, 3.66, 2.91)
H (-2.89, -2.95, -2.70)

These are the Löwdin partial charges, in e, on atoms 1 to 4: 1.28, 0.67, 1.02, 0.93

---

Entry 5:
Formula: C33H27N6O3Sc
Source: the OMol25 dataset
Level of theory: ωB97M-V/def2-TZVPD

net charge	0
relative energy (zero: lowest compared OMol25 entry of this formula, charge and spin)	63.8	kJ/mol
HOMO energy	-6.82	eV
HOMO-LUMO gap	6.687	eV
LUMO	-0.13	eV
maximum force	1.43	eV Å⁻¹
energy	-2588.93872	hartree

Geometry (Å):
Sc (-0.59, 0.09, -0.23)
O (-2.40, 0.74, -0.08)
O (-0.17, -1.91, -0.18)
O (-4.19, 2.81, -0.64)
N (-0.50, -0.18, -2.51)
N (-0.60, 2.52, -1.43)
N (1.52, 0.23, -0.77)
N (-0.53, -1.81, 2.09)
N (0.42, 1.66, 1.18)
N (-1.23, -0.68, 1.75)
C (-0.01, -2.36, 1.02)
C (-4.83, 2.83, 1.62)
C (2.56, 2.15, 2.20)
C (-1.50, -0.22, -3.36)
C (2.35, -0.82, -4.77)
C (3.94, 1.91, 2.27)
C (3.73, 0.39, 0.39)
C (1.86, -0.27, -1.99)
C (-2.12, -0.27, 2.57)
C (1.04, -0.55, -4.33)
C (-4.49, 1.92, -1.71)
C (-3.83, 1.37, 3.23)
C (3.34, -0.94, -3.83)
C (-0.16, 2.49, 2.03)
C (0.78, -3.60, 1.23)
C (2.31, -5.90, 1.58)
C (-3.14, 1.24, 0.88)
C (-4.07, 2.26, 0.61)
C (-3.03, 0.80, 2.23)
C (-4.71, 2.39, 2.93)
C (1.95, -5.50, 0.31)
C (1.19, -4.35, 0.13)
C (1.77, 1.49, 1.23)
C (-1.32, -0.37, -4.74)
C (1.90, 3.03, 3.09)
C (3.10, -0.69, -2.47)
C (0.78, -0.34, -2.95)
C (1.91, -5.16, 2.68)
C (4.49, 1.02, 1.39)
C (-0.05, -0.53, -5.22)
C (1.15, -4.02, 2.51)
C (2.37, 0.64, 0.23)
C (0.55, 3.21, 2.99)
H (4.24, -0.33, -0.22)
H (-2.18, -0.37, -5.40)
H (-2.23, -0.78, 3.53)
H (2.55, -0.98, -5.82)
H (0.90, -4.01, -0.86)
H (4.34, -1.22, -4.13)
H (5.55, 0.79, 1.45)
H (0.02, 3.88, 3.65)
H (2.26, -6.08, -0.56)
H (2.19, -5.47, 3.68)
H (-0.79, 2.55, -2.42)
H (-2.49, -0.15, -2.94)
H (-3.59, 1.67, -2.27)
H (-1.38, 2.96, -0.95)
H (-5.51, 3.63, 1.35)
H (0.23, 3.08, -1.26)
H (-5.32, 2.83, 3.71)
H (0.82, -3.43, 3.36)
H (-3.73, 1.02, 4.24)
H (2.91, -6.79, 1.72)
H (3.93, -0.83, -1.81)
H (-4.95, 1.00, -1.36)
H (-1.23, 2.59, 1.95)
H (0.13, -0.66, -6.28)
H (4.54, 2.40, 3.02)
H (2.49, 3.56, 3.83)
H (-5.19, 2.44, -2.37)

These are the Löwdin partial charges, in e, on atoms 1 to 4: 1.00, -0.17, -0.12, -0.10

---

Entry 6:
Formula: C33H27NO2SeW
Source: the OMol25 dataset
Level of theory: ωB97M-V/def2-TZVPD

net charge	+2
relative energy (zero: lowest compared OMol25 entry of this formula, charge and spin)	0.0	kJ/mol
HOMO energy	-14.27	eV
HOMO-LUMO gap	5.994	eV
LUMO	-8.28	eV
maximum force	0.15	eV Å⁻¹
energy	-3946.96645	hartree

Geometry (Å):
W (-0.96, -0.10, -0.01)
Se (-2.61, -0.48, -1.47)
O (-0.35, 1.54, -0.37)
O (-1.07, -0.42, 1.79)
N (0.94, -0.72, -0.51)
C (0.73, 0.77, -2.42)
C (-2.79, -4.21, -0.86)
C (3.60, -1.18, -0.90)
C (-3.42, -3.52, 0.18)
C (-1.41, -4.14, -1.00)
C (2.90, -0.39, -1.80)
C (-0.54, -1.84, 1.95)
C (2.97, -1.66, 0.24)
C (1.62, -1.41, 0.44)
C (-1.28, 3.97, -1.72)
C (-0.65, -3.38, -0.12)
C (-2.76, 4.39, -3.57)
C (-1.28, 2.48, -3.62)
C (-0.79, 2.84, -2.37)
C (-1.21, -4.04, 4.95)
C (2.12, 2.69, -0.02)
C (3.21, 4.42, -1.89)
C (0.99, -1.80, 1.76)
C (2.04, 3.73, -2.18)
C (3.28, 3.39, 0.27)
C (-0.85, -2.27, 3.37)
C (-1.28, -2.64, 0.89)
C (0.28, 2.05, -1.66)
C (3.83, 4.26, -0.66)
C (-2.26, 3.27, -4.22)
C (-2.26, 4.74, -2.32)
C (-1.24, -3.12, 5.98)
C (-0.87, -1.34, 4.40)
C (1.49, 2.86, -1.24)
C (1.56, -0.15, -1.58)
C (-1.02, -3.62, 3.64)
C (-2.68, -2.74, 1.04)
C (-1.08, -1.77, 5.70)
H (-3.16, -2.21, 1.85)
H (1.31, 1.09, -3.29)
H (-0.91, -4.71, -1.78)
H (-0.87, 4.26, -0.76)
H (-1.11, -1.04, 6.51)
H (-3.37, -4.81, -1.54)
H (1.70, 2.04, 0.74)
H (-2.64, 3.00, -5.20)
H (1.37, -2.78, 2.05)
H (-0.91, 1.62, -4.16)
H (-3.52, 4.99, -4.04)
H (-0.75, -0.28, 4.19)
H (0.42, -3.40, -0.21)
H (4.73, 4.81, -0.44)
H (4.65, -1.38, -1.05)
H (3.62, 5.10, -2.63)
H (1.54, 3.88, -3.13)
H (-0.15, 0.23, -2.79)
H (3.39, 0.06, -2.65)
H (1.37, -1.10, 2.52)
H (3.52, -2.23, 0.98)
H (3.75, 3.28, 1.24)
H (-4.49, -3.60, 0.30)
H (-1.34, -5.10, 5.16)
H (-1.40, -3.44, 7.00)
H (-1.00, -4.36, 2.84)
H (-2.64, 5.62, -1.81)

These are the Löwdin partial charges, in e, on atoms 1 to 4: 1.42, 0.52, -0.30, -0.27

---

Entry 7:
Formula: C33H28B3O10P
Source: the OMol25 dataset
Level of theory: ωB97M-V/def2-TZVPD

net charge	0
HOMO energy	-8.82	eV
HOMO-LUMO gap	7.697	eV
LUMO	-1.12	eV
maximum force	1.36	eV Å⁻¹
energy	-2442.97355	hartree

Geometry (Å):
P (5.46, -6.61, -1.34)
O (3.39, -6.06, 0.50)
O (-2.48, 6.49, -1.52)
O (-1.14, -0.67, 1.19)
O (-5.07, 2.30, -3.64)
O (2.49, -3.89, 0.71)
O (-1.78, -0.80, 6.52)
O (6.44, 0.78, -2.98)
O (6.59, -5.57, -1.95)
O (7.48, 0.46, -1.04)
O (4.79, -4.18, 0.17)
C (-1.54, 3.94, -0.88)
C (-2.37, 0.09, 3.06)
C (-3.05, 5.55, -2.02)
C (-4.20, 1.63, 2.89)
C (-1.14, 2.65, -0.58)
C (6.36, 0.47, -1.83)
C (-1.83, 1.56, -1.10)
C (4.16, -6.71, -2.64)
C (0.21, -2.43, 5.41)
C (-6.26, 6.15, -4.77)
C (5.09, -1.41, -0.74)
C (3.68, -1.95, -0.52)
C (-4.58, 7.03, -3.29)
C (-0.61, -1.62, 4.64)
C (-2.54, 0.04, 4.45)
C (-4.47, 3.25, -3.18)
C (-4.18, 5.74, -2.97)
C (-1.65, -0.79, 5.31)
C (-4.38, 1.57, 4.27)
C (-4.84, 4.65, -3.53)
C (-2.91, 1.76, -1.94)
C (-5.88, 4.86, -4.44)
C (1.30, -3.22, 3.41)
C (-3.55, 0.78, 5.05)
C (1.17, -3.22, 4.80)
C (-3.20, 0.89, 2.29)
C (5.08, 0.08, -1.13)
C (-2.63, 4.15, -1.72)
C (0.49, -2.41, 2.64)
C (-3.31, 3.06, -2.26)
C (-0.46, -1.60, 3.25)
C (-1.31, -0.72, 2.39)
C (-5.61, 7.23, -4.19)
B (4.51, -5.50, -0.11)
B (2.31, -5.21, 0.34)
B (3.66, -3.36, 0.15)
H (-1.02, 4.79, -0.48)
H (4.47, -7.39, -3.43)
H (-3.05, 0.92, 1.22)
H (3.27, -7.12, -2.15)
H (-1.52, 0.55, -0.85)
H (-4.85, 2.25, 2.29)
H (3.88, -5.74, -3.05)
H (7.47, -0.30, -0.46)
H (-5.92, 8.24, -4.44)
H (-0.29, 2.48, 0.08)
H (2.05, -3.85, 2.94)
H (-3.46, 0.93, -2.36)
H (-7.06, 6.31, -5.47)
H (3.16, -2.02, -1.48)
H (5.58, -1.99, -1.53)
H (5.04, 0.67, -0.21)
H (5.67, -1.53, 0.18)
H (0.09, -2.43, 6.48)
H (-6.38, 4.00, -4.87)
H (4.24, 0.33, -1.77)
H (0.59, -2.39, 1.56)
H (3.10, -1.28, 0.13)
H (-5.17, 2.15, 4.74)
H (1.30, -5.57, -0.18)
H (7.07, -5.98, -2.68)
H (1.81, -3.86, 5.40)
H (-4.06, 7.86, -2.83)
H (-3.68, 0.73, 6.12)

These are the Löwdin partial charges, in e, on atoms 1 to 4: 0.92, 0.20, 0.11, 0.09